(1)
The following is a DFT calculation (ωB97M-V with the def2-TZVPD basis set) of a structure of composition C19H32F3N6O4Pr at a distorted geometry.

Last column: Löwdin spin population.
Geometry (Å):
Pr1 -0.14218 0.64439 0.16399  2.022
N1 -0.48118 3.37132 -0.14266  -0.002
C1 -1.20001 3.91096 1.02562  0.000
C2 -2.34659 2.96036 1.40094  0.000
O1 -3.44432 3.42762 1.70195  -0.001
N2 -1.97452 1.67921 1.33578  -0.005
C3 -3.04892 0.70385 1.53754  0.000
C4 -2.75394 -0.41444 0.55370  0.000
O2 -1.58702 -0.97439 0.69427  -0.007
O3 -3.55408 -0.69772 -0.33090  0.000
H1 0.32422 3.95029 -0.34598  0.000
H2 -1.09439 3.42888 -0.94931  0.000
H3 -1.63499 4.89693 0.85268  0.000
H4 -0.49192 3.99109 1.85399  0.000
H5 -4.02698 1.14185 1.35233  0.000
H6 -3.03784 0.30099 2.55842  0.000
C5 -0.24607 0.87093 3.75666  0.000
N3 0.87883 0.62105 2.84281  -0.001
C6 1.89923 1.64320 3.10126  0.000
C7 1.43244 -0.70123 3.16279  0.000
C8 2.30152 -1.28097 2.06268  0.000
N4 1.55768 -1.75243 0.88637  0.000
C9 0.68213 -2.87456 1.24134  0.000
C10 2.56072 -2.25276 -0.05727  0.000
H7 0.07619 0.78634 4.80436  0.000
H8 -1.04295 0.15366 3.56767  0.000
H9 -0.64416 1.86852 3.58793  0.000
H10 2.21033 1.61497 4.15544  0.000
H11 1.49720 2.62999 2.88084  0.000
H12 2.77285 1.48853 2.47529  0.000
H13 0.60362 -1.38114 3.35890  0.000
H14 2.03234 -0.63948 4.08162  0.000
H15 2.87519 -2.11789 2.49233  0.000
H16 3.01572 -0.53074 1.71857  0.000
H17 1.24158 -3.66530 1.76409  0.000
H18 0.25851 -3.29705 0.33039  0.000
H19 -0.15260 -2.55091 1.85621  0.000
H20 3.20675 -3.00326 0.42251  0.000
H21 3.18620 -1.43251 -0.40815  0.000
H22 2.07593 -2.72464 -0.90911  0.000
C11 -3.36761 1.17083 -3.03817  0.000
C12 -2.25706 0.31246 -2.50274  0.001
O4 -1.33879 0.81213 -1.83227  -0.002
N5 -2.28471 -0.97381 -2.87342  0.001
C13 -1.44019 -2.01062 -2.27678  0.000
C14 -0.02608 -1.89447 -2.77425  0.000
C15 0.40173 -2.70297 -3.82293  0.000
C16 1.66859 -2.52331 -4.34907  0.000
C17 2.45859 -1.51967 -3.81847  0.000
C18 1.95961 -0.77157 -2.76404  0.000
N6 0.75466 -0.95855 -2.22057  -0.001
H23 -4.10245 1.28519 -2.23909  0.000
H24 -3.84610 0.72559 -3.90768  0.000
H25 -2.96961 2.15172 -3.28683  0.000
H26 -3.14848 -1.29649 -3.27126  0.000
H27 -1.85965 -2.97117 -2.56574  0.000
H28 -1.47343 -1.92765 -1.19514  0.000
H29 -0.26421 -3.45882 -4.21844  0.000
H30 2.02064 -3.14405 -5.16302  0.000
H31 3.44847 -1.31377 -4.20136  0.000
H32 2.56934 0.01138 -2.33705  0.000
F1 2.22799 2.70557 0.41951  0.000
C19 2.14317 1.45515 -0.18567  -0.004
F2 1.50974 1.81993 -1.43647  -0.001
F3 3.43134 1.22345 -0.57693  -0.001

Multiplicity ... 3
⟨S²⟩ ... 2.002
Relative energy (zero: lowest compared OMol25 entry of this formula, charge and spin) ... 5.6 kcal per mole
HOMO energy (spin up / spin down) ... -7.94 / -7.97 eV


(2)
The following is a DFT calculation (ωB97M-V with the def2-TZVPD basis set) of a structure of composition C25H45BrClPRh at a distorted geometry.

Last column: Löwdin spin population.
Geometry (Å):
Rh1 2.47018 -0.47290 3.96745  1.786
P1 -0.29541 0.28815 -0.12784  0.361
Cl1 1.95930 1.66469 3.18656  0.140
C1 -1.56542 -0.47096 1.01551  0.183
H1 -2.53489 -0.63463 0.50788  0.043
H2 -1.80057 0.37819 1.69327  0.003
C2 1.61591 0.58732 -0.10977  0.175
C3 -0.93706 2.05896 -0.16701  0.022
C4 2.16513 0.78499 -1.54885  0.033
H3 1.63446 1.54680 0.42977  0.002
C5 3.60036 1.29855 -1.51105  0.017
H4 2.12977 -0.16691 -2.09449  0.000
H5 1.55218 1.49350 -2.12966  0.002
C6 4.51237 0.39245 -0.69812  0.001
H6 3.98169 1.38816 -2.54370  0.005
H7 3.59740 2.31794 -1.07776  0.001
C7 3.96474 0.11574 0.70777  0.004
H8 4.62700 -0.56659 -1.21524  0.000
H9 5.51394 0.83419 -0.61921  0.000
C8 2.50073 -0.35107 0.72793  0.023
H10 4.56441 -0.65526 1.20287  0.001
H11 4.02683 1.01341 1.33367  0.001
H12 2.44735 -1.36113 0.31623  0.001
H13 2.20137 -0.32960 1.82662  0.010
C9 -0.79668 -0.69650 -1.61525  0.015
C10 -2.43996 2.11298 -0.48968  0.007
H14 -0.80424 2.34958 0.88697  0.007
C11 -2.99209 3.54144 -0.38819  0.001
H15 -2.62605 1.71690 -1.49394  0.001
H16 -3.00650 1.49143 0.19734  0.008
C12 -2.18157 4.56856 -1.20004  0.000
H17 -4.03613 3.54759 -0.69997  0.000
H18 -2.97940 3.84163 0.66990  0.001
C13 -0.69201 4.48379 -0.90611  0.000
H19 -2.35690 4.39282 -2.27950  0.000
H20 -2.55443 5.57796 -0.98259  0.000
C14 -0.12516 3.05937 -1.00285  0.001
H21 -0.13184 5.14645 -1.57447  0.000
H22 -0.50981 4.84396 0.12020  0.000
H23 -0.12218 2.75403 -2.06826  0.000
H24 0.92563 3.09471 -0.67135  0.001
C15 -0.02863 -2.01245 -1.65261  0.014
H25 -1.86157 -0.94069 -1.43499  0.005
C16 -0.66283 -2.95595 -2.68497  0.005
H26 1.02210 -1.82662 -1.92572  0.001
H27 -0.01402 -2.50601 -0.67102  0.004
C17 -0.84869 -2.30119 -4.06356  0.001
H28 -0.04755 -3.85147 -2.77327  0.001
H29 -1.64690 -3.29022 -2.30544  0.002
C18 -1.42941 -0.88732 -4.01056  0.001
H30 0.13374 -2.26390 -4.56853  0.000
H31 -1.48545 -2.93226 -4.67583  0.000
C19 -0.75230 0.01131 -2.96675  0.003
H32 -1.36117 -0.41094 -4.98183  0.000
H33 -2.49823 -0.95115 -3.75317  0.001
H34 0.29856 0.19645 -3.25054  0.000
H35 -1.24845 0.99424 -2.92449  0.000
C20 0.32015 -1.72289 2.44840  0.653
C21 -1.23556 -1.66958 1.81785  0.075
H36 1.00804 -1.80640 1.57849  0.034
C22 -2.25626 -1.93358 2.96544  0.011
H37 -1.23419 -2.56123 1.17254  0.022
C23 -1.69970 -2.42530 4.29314  0.005
H38 -2.78906 -0.94607 3.17232  0.005
H39 -3.02637 -2.61052 2.58222  0.004
C24 -0.55616 -3.43254 4.15109  0.006
H40 -1.34153 -1.59445 4.89080  0.002
H41 -2.51422 -2.90168 4.82167  0.000
C25 0.64708 -2.81494 3.40708  0.119
H42 -0.24404 -3.75480 5.14557  0.000
H43 -0.89647 -4.33714 3.62616  0.002
H44 1.46008 -2.49489 4.13322  0.035
H45 1.08735 -3.64304 2.82339  0.023
Br1 1.19923 -0.40356 6.03888  0.103

Multiplicity ... 5
⟨S²⟩ ... 6.015
Total charge ... -1
Relative energy (zero: lowest compared OMol25 entry of this formula, charge and spin) ... 0.0 kcal per mole
HOMO energy (spin up / spin down) ... -0.91 / -4.24 eV


(3)
The following is a DFT calculation (ωB97M-V with the def2-TZVPD basis set) of an isolated molecule of C19H25ClN2O3S.

Last column: Mulliken charge in e.
Geometry (Å):
C1 -4.42998 -0.44036 0.36670  -1.007
O1 -3.95534 0.61437 -0.43466  -0.407
C2 -2.66668 1.04688 -0.26759  0.818
C3 -1.79739 0.49726 0.66408  -0.455
C4 -0.51482 1.00566 0.84252  -0.175
C5 0.44832 0.43926 1.82916  0.260
O2 1.23931 1.12794 2.43841  -0.608
N1 0.36249 -0.91264 1.99505  -0.005
C6 1.44364 -1.64270 2.61239  -1.551
C7 2.43309 -2.13374 1.53012  -0.502
C8 3.00559 -0.92938 0.83194  0.810
C9 2.58963 -0.44142 -0.37113  -0.399
C10 3.20136 0.78183 -0.72201  -0.626
C11 4.07088 1.21293 0.22442  -0.510
S1 4.15933 0.13647 1.55666  -0.174
N2 3.35946 -3.12480 2.05439  -0.001
C12 4.17363 -3.69943 1.00221  -0.917
C13 4.17721 -2.70895 3.17597  -0.925
C14 -0.09208 2.08326 0.07979  -1.380
C15 -0.93627 2.59861 -0.88256  0.589
Cl1 -0.40144 3.90243 -1.87208  -0.226
C16 -2.22907 2.10478 -1.09464  0.320
O3 -2.95141 2.75158 -2.03589  -0.532
C17 -3.96106 2.10066 -2.80669  0.656
C18 -3.37396 0.92902 -3.59015  -1.279
C19 -4.50345 3.17661 -3.74054  -1.491
H1 -3.86470 -1.36283 0.19829  0.383
H2 -4.40463 -0.18228 1.42961  0.367
H3 -5.46329 -0.59305 0.05881  0.255
H4 -2.13517 -0.30352 1.30220  0.721
H5 -0.19530 -1.42828 1.33174  0.318
H6 1.04878 -2.49847 3.16441  0.353
H7 1.93425 -0.94734 3.29542  0.519
H8 1.83669 -2.67176 0.77568  0.469
H9 1.86322 -0.93773 -0.99224  0.472
H10 2.99193 1.31344 -1.63297  0.453
H11 4.67502 2.09813 0.22569  0.477
H12 3.52737 -4.07624 0.21028  0.307
H13 4.73856 -4.53373 1.41521  0.365
H14 4.88096 -2.98040 0.56444  0.312
H15 3.54699 -2.32176 3.97123  0.294
H16 4.69903 -3.58922 3.55151  0.392
H17 4.92632 -1.95039 2.91325  0.306
H18 0.89347 2.49242 0.23048  0.599
H19 -4.76184 1.74444 -2.14914  0.194
H20 -4.13872 0.48941 -4.22421  0.418
H21 -2.99986 0.16362 -2.91445  0.280
H22 -2.55244 1.27617 -4.21327  0.325
H23 -4.88183 4.01366 -3.16073  0.366
H24 -3.70889 3.53748 -4.38811  0.354
H25 -5.30693 2.77213 -4.34903  0.417

SMILES ... COc1cc(C(=O)NC[C@@H](c2cccs2)N(C)C)cc(Cl)c1OC(C)C
Relative energy (zero: lowest compared OMol25 entry of this formula, charge and spin) ... 1.9 kcal per mole
HOMO energy ... -8.42 eV


(4)
The following is a DFT calculation (ωB97M-V with the def2-TZVPD basis set) of a structure of composition C39H59NO2P2PtSi at a distorted geometry.

Last column: Mulliken charge in e.
Geometry (Å):
Pt1 -1.03717 -0.00811 -0.75011  2.649
C1 -2.44245 3.22457 -1.14029  -1.436
Si1 -0.86134 2.24392 -0.80272  0.567
C2 0.31479 2.68465 -2.22143  0.360
C3 0.34570 3.89263 -2.92005  -0.344
C4 1.24855 4.09552 -3.95396  -0.740
C5 2.14625 3.09283 -4.30013  -0.848
C6 2.13095 1.88513 -3.61819  -0.481
C7 1.20820 1.67525 -2.59676  -0.327
P1 1.07094 0.10319 -1.66453  0.083
C8 1.33433 -1.20460 -2.92571  -0.105
C9 0.19031 -1.24350 -3.93718  -0.359
C10 0.53791 -2.17462 -5.10801  -0.957
C11 1.40644 -3.36057 -4.65816  -0.764
C12 1.11233 -3.72557 -3.20719  -0.792
C13 1.53334 -2.58835 -2.26406  0.072
C14 2.70813 0.09760 -0.78047  -0.052
C15 3.17152 1.50976 -0.35816  -0.337
C16 4.21961 1.45554 0.76384  -0.844
C17 5.10910 0.22838 0.59687  -0.809
C18 4.27934 -1.04893 0.80642  -1.292
C19 2.80848 -0.83079 0.42613  0.213
C20 -0.11547 2.78787 0.84665  0.266
C21 0.49829 4.02899 1.02174  -0.542
C22 1.09320 4.37239 2.22561  -0.872
C23 1.05370 3.47943 3.28771  -1.095
C24 0.41726 2.25550 3.14371  -1.062
C25 -0.15178 1.88752 1.92433  1.026
P2 -1.11278 0.32989 1.67760  -0.001
C26 -2.51055 0.74135 2.85172  -0.160
C27 -3.31233 1.97331 2.35943  0.016
C28 -4.71599 1.60461 1.86999  -1.554
C29 -4.65617 0.33670 1.02363  0.534
C30 -4.19428 -0.87428 1.85840  -0.048
C31 -3.45460 -0.43082 3.12204  -1.871
C32 -0.21408 -1.04579 2.53798  1.761
C33 0.06496 -0.93868 4.05141  -0.890
C34 0.31330 -2.31834 4.67811  -1.005
C35 1.09619 -3.19253 3.70512  -0.467
C36 0.22642 -3.51644 2.47951  -0.807
C37 -0.81217 -2.41989 2.20243  -0.133
H1 -2.26349 4.28873 -0.95392  0.510
H2 -2.77180 3.12390 -2.17831  0.359
H3 -3.26552 2.91925 -0.49027  0.255
H4 -0.35024 4.68510 -2.66333  0.402
H5 1.25109 5.03296 -4.49644  0.428
H6 2.85125 3.25063 -5.10665  0.431
H7 2.83249 1.10572 -3.89559  0.439
H8 2.25878 -0.94618 -3.45895  0.915
H9 -0.70068 -1.60339 -3.41674  -0.475
H10 -0.03609 -0.23842 -4.30393  0.398
H11 -0.38978 -2.54494 -5.55092  0.430
H12 1.05171 -1.61270 -5.89222  0.305
H13 1.24576 -4.21338 -5.31978  0.500
H14 2.46784 -3.10253 -4.74633  0.279
H15 0.04502 -3.92711 -3.07584  0.158
H16 1.63429 -4.64212 -2.92633  0.555
H17 0.93945 -2.66024 -1.35275  -0.790
H18 2.58668 -2.70103 -1.98911  0.388
H19 3.38624 -0.28055 -1.55841  0.827
H20 3.59223 2.02255 -1.22544  0.479
H21 2.31757 2.10844 -0.03325  -0.411
H22 4.80690 2.37562 0.75550  0.571
H23 3.72612 1.41843 1.74033  0.221
H24 5.53868 0.23925 -0.41011  0.302
H25 5.95276 0.25126 1.28858  0.542
H26 4.69486 -1.87392 0.22182  0.342
H27 4.32995 -1.35651 1.85444  0.409
H28 2.31193 -1.78768 0.25907  0.292
H29 2.29144 -0.34370 1.25455  -0.455
H30 0.53569 4.73059 0.19321  0.366
H31 1.58265 5.33174 2.33976  0.401
H32 1.51151 3.73995 4.23403  0.412
H33 0.36442 1.59167 3.99553  0.423
H34 -2.01864 1.00738 3.78999  1.235
H35 -3.37346 2.71713 3.15664  0.366
H36 -2.77684 2.46517 1.54569  -0.585
H37 -5.39114 1.45131 2.71686  0.452
H38 -5.13436 2.43628 1.29779  0.610
H39 -5.61888 0.13484 0.54939  0.683
H40 -3.92640 0.51172 0.22802  -0.950
H41 -5.04794 -1.49496 2.13832  0.521
H42 -3.53501 -1.50888 1.25837  -0.179
H43 -4.17564 -0.10454 3.87807  0.467
H44 -2.92000 -1.26980 3.57029  0.517
H45 0.73999 -1.01596 2.01404  -0.890
H46 0.96051 -0.33175 4.20564  0.458
H47 -0.74964 -0.43539 4.57910  0.091
H48 0.84548 -2.19762 5.62394  0.538
H49 -0.63685 -2.80502 4.91820  0.340
H50 1.99819 -2.64905 3.39931  -0.051
H51 1.44219 -4.11054 4.18304  0.519
H52 0.85338 -3.65087 1.59332  0.132
H53 -0.29352 -4.46515 2.63076  0.560
H54 -1.11204 -2.46993 1.15859  -0.958
H55 -1.70885 -2.59752 2.80241  0.432
N1 -2.84572 -0.17272 -2.02349  -0.785
C38 -3.42080 -1.52546 -1.86304  -0.690
C39 -2.38283 -2.59694 -1.47353  0.546
O1 -2.70073 -3.76269 -1.64029  -0.809
O2 -1.27595 -2.17798 -0.96728  -0.612
H56 -3.54283 0.53500 -1.82644  0.261
H57 -2.53614 -0.02418 -2.97611  0.338
H58 -3.94452 -1.85196 -2.76046  0.464
H59 -4.14917 -1.48600 -1.05262  0.217

Relative energy (zero: lowest compared OMol25 entry of this formula, charge and spin) ... 0.0 kcal per mole
HOMO energy ... -7.21 eV


(5)
The following is a DFT calculation (ωB97M-V with the def2-TZVPD basis set) of a structure of composition C5H9N at a distorted geometry.

Last column: Mulliken charge in e.
Geometry (Å):
C1 -1.58924 0.71212 -0.08476  -0.156
C2 0.32613 -1.16487 -0.81818  -0.829
C3 0.57290 -1.13281 0.69599  -0.787
C4 0.26664 0.09653 -0.05207  0.996
C5 1.24891 1.22819 -0.00300  -1.765
N1 -2.37010 -0.22952 -0.09757  -0.462
H1 -1.49930 1.71041 0.12861  0.379
H2 1.20886 -1.27886 -1.43214  0.238
H3 -0.56604 -1.67491 -1.14719  0.276
H4 -0.18590 -1.54845 1.43466  0.219
H5 1.48860 -1.17997 1.21238  0.325
H6 2.02320 1.05480 -0.62808  0.452
H7 1.59987 1.43037 0.97751  0.350
H8 0.84935 2.10101 -0.29357  0.537
H9 -3.37388 -0.12406 0.10741  0.229

Relative energy (zero: lowest compared OMol25 entry of this formula, charge and spin) ... 85.6 kcal per mole
HOMO energy ... -8.45 eV


(6)
The following is a DFT calculation (ωB97M-V with the def2-TZVPD basis set) of a structure of composition C5H11NO3 at a distorted geometry.

Last column: Mulliken charge in e.
Geometry (Å):
C1 0.07409 0.82843 2.35108  -0.555
N1 0.66782 -0.37925 2.15036  -0.329
C2 -0.57350 -1.07634 1.67556  0.559
O1 -0.77208 -2.08367 2.62814  -0.490
O2 -0.77602 -1.25914 0.46637  -0.690
H1 -1.53148 -2.59555 2.31847  0.335
H2 1.08622 -0.81791 2.95999  0.323
H3 -1.31038 0.01551 2.16998  0.169
H4 0.35098 1.42365 3.22107  0.253
H5 -0.24475 1.35850 1.45904  0.363
C3 0.77465 -0.59547 -2.59474  -0.737
C4 -0.11199 1.63769 -1.78237  -0.114
C5 0.56457 0.88890 -2.65196  -0.125
O3 -0.77016 1.23753 -0.65725  -0.472
H6 -0.73989 0.26581 -0.52344  0.201
H7 -0.21119 2.70754 -1.92236  0.359
H8 1.00338 1.41603 -3.49132  0.308
H9 0.37730 -1.04701 -1.68562  0.119
H10 0.30135 -1.09032 -3.44868  0.255
H11 1.84111 -0.83493 -2.64231  0.270

Relative energy (zero: lowest compared OMol25 entry of this formula, charge and spin) ... 117.2 kcal per mole
HOMO energy ... -8.23 eV